[1]
The molecule C2HFN2S2 in a non-equilibrium geometry, computed with wB97M-V/def2-TZVPD.

Values from the calculation:
- energy (Eh) = -1082.43325
- energy relative to the best compared isomer or geometry (same formula, charge and spin) (eV) = 3.0997
- net charge = 0
- strongest force on any atom (eV Å⁻¹) = 3.71

Each line ends with the Mulliken charge.
CARTESIAN COORDINATES (ANGSTROEM)
C: -0.541 1.516 0.228  0.314
C: 0.530 -0.358 -0.625  0.404
N: 0.244 0.984 -0.516  -0.150
N: -0.073 -1.229 0.265  -0.267
F: -1.012 2.608 0.631  -0.098
S: 1.348 -0.786 -1.967  -0.302
S: -1.050 -0.726 1.574  -0.206
H: 0.555 -2.010 0.410  0.305

[2]
A structure of composition C14H23AsCdO5, computed with wB97M-V/def2-TZVPD.

Values from the calculation:
- energy (Eh) = -3326.99389
- energy relative to the best compared isomer or geometry (same formula, charge and spin) (eV) = 0.0000
- net charge = 0
- strongest force on any atom (eV Å⁻¹) = 0.62

Each line ends with the Mulliken charge.
CARTESIAN COORDINATES (ANGSTROEM)
Cd: -0.237 0.604 0.461  1.137
O: -0.796 3.862 0.344  -0.642
C: 0.187 3.151 0.285  0.347
O: 0.658 2.413 1.261  -0.892
C: 0.945 3.039 -1.056  -0.481
C: 2.189 2.157 -0.965  0.236
C: 3.070 2.310 -2.208  -0.952
C: 2.291 1.480 -3.258  -0.923
C: 1.048 1.095 -2.464  -0.012
O: 1.614 0.829 -1.150  -0.685
C: 0.157 2.329 -2.217  0.064
C: -1.312 1.910 -2.008  -0.055
O: -2.182 2.461 -2.647  -0.685
O: -1.517 0.868 -1.241  -0.640
H: 1.183 4.059 -1.356  0.579
H: 2.695 2.191 -0.007  0.661
H: 4.068 1.909 -2.038  0.343
H: 3.171 3.359 -2.488  0.319
H: 2.846 0.588 -3.545  0.329
H: 2.045 2.037 -4.161  0.401
H: 0.512 0.213 -2.803  0.574
H: 0.154 2.976 -3.092  0.587
C: -0.427 -3.246 -0.518  -1.019
C: -0.086 -3.089 0.959  -0.583
As: -0.926 -1.527 1.758  0.130
C: -0.402 -1.602 3.626  -0.604
C: 1.052 -1.194 3.822  -1.064
C: -2.839 -1.881 1.729  -0.591
C: -3.516 -1.427 0.440  -0.984
H: 0.191 -4.020 -0.972  0.386
H: -0.265 -2.320 -1.076  0.168
H: -1.469 -3.533 -0.658  0.256
H: 0.989 -2.973 1.106  0.372
H: -0.403 -3.960 1.537  0.488
H: -0.592 -2.617 3.982  0.436
H: -1.075 -0.935 4.168  0.401
H: 1.735 -1.877 3.314  0.297
H: 1.313 -1.199 4.880  0.369
H: 1.235 -0.187 3.442  0.246
H: -3.255 -1.362 2.595  0.435
H: -2.962 -2.952 1.904  0.437
H: -3.288 -0.389 0.196  0.200
H: -4.598 -1.526 0.532  0.377
H: -3.199 -2.025 -0.414  0.238